No. 1
Entry from the Open Molecules 2025 dataset: a cluster of 2 separate species, C5H16N2O in total (ωB97M-V with the def2-TZVPD basis set).

The LUMO energy (spin up / spin down) is -2.706 / -8.421 eV. As for the HOMO-LUMO gap (spin up / spin down): 11.6499 / 4.0353 eV. The energy relative to the best compared isomer or geometry (same formula, charge and spin) is 66.5 kcal per mole. For the HOMO energy (spin up / spin down), the calculation gives -14.4 / -12.5 eV.

```
! wB97M-V def2-TZVPD RIJCOSX def2/J DEFGRID3
* xyz 1 2
C -1.73 1.12 0.79
C -0.49 1.39 -0.15
C -0.51 0.42 -1.19
C 0.16 -0.84 -0.81
C 0.13 -2.33 1.23
N -0.65 -1.77 0.04
N -0.50 2.77 -0.77
H -1.56 1.40 1.89
H -1.76 0.03 1.00
H -2.63 1.45 0.33
H 0.45 1.51 0.51
H -1.59 0.26 -1.54
H -0.19 0.79 -2.23
H 0.57 -1.41 -1.67
H 1.11 -0.69 -0.24
H -0.21 -3.43 1.53
H 1.18 -2.01 1.13
H -0.22 -1.58 2.06
H -0.72 -2.52 -0.58
H 0.14 2.78 -1.52
H -1.44 3.20 -1.09
H 3.52 -1.23 0.66
H 2.88 -0.02 -0.17
O 2.90 -0.51 0.71
*
```

No. 2
Entry from the Open Molecules 2025 dataset: a cluster of 9 separate species, H18O9 in total (ωB97M-V with the def2-TZVPD basis set).

The LUMO energy is -0.173 eV. As for the HOMO-LUMO gap: 10.3644 eV. The energy relative to the best compared isomer or geometry (same formula, charge and spin) is 42.1 kcal per mole. As for the SMILES: O.O.O.O.O.O.O.O.O. For the HOMO energy, the calculation gives -10.5 eV.

```
! wB97M-V def2-TZVPD RIJCOSX def2/J DEFGRID3
* xyz 0 1
O 2.22 0.36 -2.50
H 2.25 0.47 -1.53
H 3.00 -0.15 -2.72
O 1.81 -0.99 1.94
H 1.54 -0.84 2.85
H 1.88 -1.95 1.86
O -3.77 -1.27 1.57
H -4.43 -1.73 1.05
H -3.51 -0.51 1.03
O 2.25 1.09 0.09
H 2.22 0.41 0.79
H 2.91 1.73 0.40
O 1.41 3.50 -1.12
H 2.10 3.45 -1.78
H 1.38 2.61 -0.73
O -0.44 0.27 0.05
H -0.68 -0.50 0.57
H 0.41 0.57 0.42
O -3.20 0.68 -0.41
H -3.83 1.38 -0.60
H -2.33 1.10 -0.51
O -1.53 -2.14 2.94
H -0.93 -1.41 3.15
H -2.30 -1.70 2.52
O 0.20 -1.65 -2.99
H 0.74 -1.88 -3.75
H 0.64 -0.88 -2.60
*
```